No. 1
ORCA calculation (wB97M-V/def2-TZVPD) on a structure of composition C18H29N7O5SV.

* spin multiplicity: 3
* gap between HOMO and LUMO (alpha / beta): 8.1 / 8.3 eV
* total charge: +1
* energy relative to the best compared isomer or geometry (same formula, charge and spin): 5.3 kJ/mol

CARTESIAN COORDINATES (ANGSTROEM)
V: -0.922 0.064 0.144
C: 0.374 2.512 4.838
N: -0.561 2.332 3.737
C: -1.906 2.861 3.936
C: -0.230 1.758 2.585
O: -1.034 1.622 1.651
C: 1.179 1.227 2.373
O: 1.309 0.818 1.033
C: 1.950 1.708 0.146
C: 1.088 1.908 -1.086
O: -0.045 1.402 -1.125
N: 1.568 2.634 -2.084
C: 0.775 2.851 -3.293
C: 2.894 3.242 -2.019
H: -0.113 2.210 5.764
H: 0.680 3.556 4.924
H: 1.256 1.890 4.718
H: -2.325 2.443 4.850
H: -2.527 2.591 3.089
H: -1.863 3.948 4.026
H: 1.339 0.347 3.000
H: 1.937 1.967 2.638
H: 2.918 1.296 -0.151
H: 2.135 2.680 0.617
H: -0.196 2.380 -3.178
H: 1.297 2.418 -4.147
H: 0.648 3.920 -3.459
H: 3.666 2.491 -1.852
H: 2.942 4.011 -1.247
H: 3.093 3.718 -2.975
N: -0.185 -4.167 0.859
C: -0.587 -2.938 0.416
S: -0.811 -1.711 1.673
N: -0.801 -2.797 -0.849
N: -1.232 -1.496 -1.134
C: -1.818 -1.330 -2.258
C: -2.507 -0.098 -2.605
C: -2.887 0.098 -3.940
C: -3.634 1.197 -4.312
C: -4.051 2.095 -3.330
C: -3.712 1.913 -2.003
C: -2.923 0.826 -1.629
O: -2.592 0.698 -0.327
H: -0.347 -4.390 1.825
H: -0.293 -4.922 0.200
H: -1.847 -2.174 -2.944
H: -2.589 -0.635 -4.680
H: -3.913 1.344 -5.346
H: -4.660 2.947 -3.608
H: -4.042 2.598 -1.234
C: 3.129 -2.178 0.988
N: 3.644 -1.653 -0.265
C: 2.825 -1.112 -1.200
N: 3.440 -0.685 -2.371
O: 1.629 -0.920 -1.022
H: 3.052 -3.265 0.966
H: 2.136 -1.768 1.147
H: 3.776 -1.880 1.812
H: 4.592 -1.864 -0.523
H: 4.305 -1.131 -2.635
H: 2.776 -0.615 -3.127



No. 2
ORCA calculation (wB97M-V/def2-TZVPD) on a structure of composition C18H30As3NO4Pd.

* gap between HOMO and LUMO (alpha / beta): 6.3 / 6.3 eV

CARTESIAN COORDINATES (ANGSTROEM)
Pd: -1.747 -0.984 0.690
O: -4.931 -2.734 2.810
C: -3.868 -2.295 2.411
O: -3.679 -1.246 1.695
C: -2.578 -3.024 2.797
C: -2.497 -4.088 3.676
C: -1.243 -4.597 3.985
C: -0.108 -4.031 3.418
C: -0.267 -2.975 2.539
N: -1.482 -2.518 2.246
C: 0.891 -2.229 1.874
O: 2.001 -2.757 1.850
O: 0.547 -1.107 1.384
H: -3.406 -4.483 4.108
H: -1.145 -5.429 4.669
H: 0.892 -4.379 3.636
C: 0.756 -2.753 -1.482
As: -0.403 -1.197 -1.315
C: -1.096 -1.100 -3.149
C: 0.980 0.185 -1.318
C: 0.620 1.668 -1.117
C: -0.025 2.234 -2.387
C: -0.303 1.910 0.090
As: -2.216 1.421 -0.028
C: -3.086 2.987 -0.864
C: -2.612 1.810 1.847
C: 1.933 2.415 -0.824
As: 3.410 2.147 -2.128
C: 4.382 0.693 -1.228
C: 4.510 3.593 -1.379
H: 1.423 -2.644 -2.337
H: 0.147 -3.647 -1.609
H: 1.344 -2.853 -0.569
H: -0.291 -0.808 -3.822
H: -1.914 -0.386 -3.221
H: -1.470 -2.082 -3.437
H: 1.517 0.084 -2.267
H: 1.642 -0.132 -0.510
H: -0.940 1.685 -2.628
H: 0.661 2.161 -3.232
H: -0.282 3.287 -2.244
H: -0.263 2.971 0.354
H: 0.065 1.334 0.945
H: -2.608 3.897 -0.509
H: -4.133 2.978 -0.566
H: -3.029 2.933 -1.949
H: -2.262 2.806 2.123
H: -2.113 1.065 2.465
H: -3.682 1.730 2.031
H: 2.303 2.128 0.165
H: 1.737 3.492 -0.800
H: 3.980 -0.285 -1.486
H: 4.349 0.811 -0.144
H: 5.423 0.725 -1.550
H: 4.071 4.563 -1.611
H: 5.514 3.564 -1.802
H: 4.583 3.487 -0.296



No. 3
ORCA calculation (wB97M-V/def2-TZVPD) on a structure of composition C18H30BCl6I2N2O4.

* gap between HOMO and LUMO: 7.0 eV
* total charge: +1

CARTESIAN COORDINATES (ANGSTROEM)
C: 2.423 -0.349 1.905
C: 1.965 -0.754 0.446
O: 1.150 0.359 -0.052
B: 0.632 0.024 -1.292
O: 1.358 -0.517 -2.332
N: -0.871 0.284 -1.444
C: -1.339 1.497 -1.777
C: -2.715 1.907 -1.943
O: -3.174 3.121 -2.257
C: -2.199 4.179 -2.204
C: -1.925 4.762 -0.770
C: -2.863 5.989 -0.431
O: -2.090 3.835 0.306
C: -3.669 0.810 -1.672
C: -2.993 -0.413 -1.292
C: -3.939 -1.590 -0.933
I: -4.065 -3.319 -2.173
C: -4.634 -1.446 0.218
C: -4.529 -0.206 1.161
I: -5.978 -2.987 0.928
N: -1.697 -0.702 -1.190
H: 2.614 -1.264 2.513
H: 3.336 0.273 1.781
H: 1.585 0.263 2.321
H: 2.858 -0.823 -0.227
H: 1.408 -1.727 0.452
H: 1.278 0.140 -3.069
H: -0.557 2.274 -1.937
H: -2.644 5.021 -2.796
H: -1.245 3.954 -2.752
H: -0.852 5.101 -0.744
H: -3.872 5.542 -0.234
H: -2.856 6.682 -1.297
H: -2.497 6.430 0.519
H: -1.256 3.408 0.554
H: -4.762 0.941 -1.742
H: -3.485 0.188 1.240
H: -4.978 -0.383 2.159
H: -5.119 0.610 0.661
Cl: 2.114 2.086 -3.609
C: 3.702 1.495 -4.184
C: 4.504 2.586 -4.852
Cl: 3.786 3.093 -6.399
H: 3.527 0.657 -4.857
H: 4.237 1.123 -3.310
H: 5.508 2.221 -5.072
H: 4.593 3.465 -4.216
Cl: 0.319 -3.245 3.372
C: 0.213 -4.792 2.488
C: -0.155 -4.593 1.038
Cl: -1.827 -4.011 0.841
H: -0.508 -5.425 3.003
H: 1.193 -5.267 2.559
H: -0.085 -5.542 0.505
H: 0.510 -3.880 0.551
Cl: 4.100 -5.832 5.941
C: 3.947 -4.059 5.928
C: 3.561 -3.531 4.567
Cl: 4.865 -3.732 3.368
H: 4.891 -3.635 6.268
H: 3.176 -3.801 6.655
H: 3.352 -2.462 4.630
H: 2.672 -4.028 4.183



No. 4
ORCA calculation (wB97M-V/def2-TZVPD) on a structure of composition C18H30BeCl2N7O3.

* gap between HOMO and LUMO (alpha / beta): 1.7 / 1.7 eV
* total charge: -1
* energy relative to the best compared isomer or geometry (same formula, charge and spin): 0.0 kJ/mol

CARTESIAN COORDINATES (ANGSTROEM)
O: 0.731 0.059 -1.321
C: 0.051 0.731 -2.159
C: 0.681 1.757 -2.976
C: 1.709 2.558 -2.440
H: 2.005 2.396 -1.403
C: 2.322 3.514 -3.240
H: 3.103 4.143 -2.807
C: 1.937 3.666 -4.578
H: 2.427 4.418 -5.200
C: 0.932 2.856 -5.119
H: 0.620 2.981 -6.159
C: 0.322 1.884 -4.332
H: -0.429 1.203 -4.742
H: -0.885 0.262 -2.506
C: -2.693 2.287 -2.952
C: -2.069 2.058 -1.595
H: -3.764 2.523 -2.846
H: -2.613 1.375 -3.560
H: -2.201 3.104 -3.487
C: -2.491 1.113 -0.716
C: -3.485 0.046 -1.040
H: -2.055 1.081 0.276
H: -3.320 -0.415 -2.027
H: -4.522 0.419 -1.026
H: -3.421 -0.748 -0.284
Be: 2.003 -0.799 -1.084
Cl: -1.162 3.390 -0.986
Cl: 3.206 -1.151 -2.661
C: -1.255 0.577 3.579
O: -0.094 0.141 3.677
N: -2.324 -0.090 4.058
C: -2.110 -1.303 4.829
C: -3.637 0.537 4.116
H: -1.517 1.536 3.089
H: -1.392 -1.947 4.314
H: -3.076 -1.804 4.922
H: -1.725 -1.078 5.834
H: -3.757 1.197 3.248
H: -3.768 1.139 5.031
H: -4.401 -0.247 4.104
H: 0.208 -4.755 2.004
H: 1.742 -6.113 1.233
C: 0.329 -3.899 1.340
C: 1.760 -5.647 0.244
N: 1.371 -4.247 0.380
H: 0.615 -3.008 1.911
C: 1.837 -3.298 -0.419
O: 1.433 -2.106 -0.302
H: 2.767 -5.699 -0.183
H: 2.579 -3.569 -1.188
H: -0.622 -3.695 0.828
H: 1.069 -6.195 -0.414
N: 2.222 1.521 3.225
N: 2.717 0.905 2.125
N: 4.062 0.861 1.868
C: 4.057 0.296 0.652
N: 2.821 0.039 0.202
N: 1.954 0.460 1.159
H: 1.302 1.135 3.505
H: 2.952 1.570 3.921
H: 4.945 0.075 0.078



No. 5
ORCA calculation (wB97M-V/def2-TZVPD) on a structure of composition C18H30F8K2NO22PS2.

* gap between HOMO and LUMO: 8.3 eV

CARTESIAN COORDINATES (ANGSTROEM)
K: -3.972 2.945 0.874
K: -2.396 0.941 3.311
N: -2.077 1.131 0.647
S: -0.470 1.565 0.320
O: 0.152 1.283 -0.924
O: 0.332 1.623 1.493
F: -0.848 3.143 0.158
S: -1.955 -0.350 0.091
O: -1.046 -1.142 0.844
O: -2.069 -0.508 -1.326
F: -3.358 -0.891 0.623
P: -2.300 -2.526 4.379
F: -1.431 -3.758 3.877
F: -1.445 -2.335 5.734
F: -1.261 -1.547 3.558
F: -3.106 -1.150 4.791
F: -3.250 -2.597 3.064
F: -3.358 -3.400 5.207
C: -3.965 -2.674 -3.132
C: -3.607 -3.232 -1.763
O: -4.130 -4.558 -1.824
C: -4.395 -4.879 -3.110
O: -4.831 -5.921 -3.464
O: -4.120 -3.836 -3.932
H: -3.157 -2.026 -3.466
H: -4.904 -2.115 -3.103
H: -3.944 -2.623 -0.932
H: -2.517 -3.281 -1.681
C: 1.898 -0.526 -4.655
C: 1.027 0.582 -4.032
O: 1.898 1.689 -3.882
C: 3.137 1.366 -4.313
O: 4.071 2.093 -4.268
O: 3.150 0.115 -4.825
H: 1.490 -0.902 -5.592
H: 2.009 -1.375 -3.980
H: 0.664 0.300 -3.044
H: 0.136 0.803 -4.621
C: -4.039 1.057 -4.733
C: -3.412 1.737 -3.500
O: -4.470 1.752 -2.523
C: -5.591 1.210 -3.070
O: -6.562 0.915 -2.464
O: -5.416 0.983 -4.366
H: -3.598 0.083 -4.946
H: -3.956 1.627 -5.655
H: -3.215 2.783 -3.737
H: -2.567 1.217 -3.058
C: 2.141 2.870 3.793
O: 1.668 3.235 5.101
C: 0.487 2.782 5.440
O: -0.229 2.075 4.760
O: 0.167 3.239 6.638
C: -1.077 2.917 7.236
H: 1.565 3.402 3.039
H: 2.064 1.798 3.627
H: 3.193 3.131 3.737
H: -0.898 2.920 8.304
H: -1.455 1.969 6.850
H: -1.851 3.648 6.983
C: 4.412 -4.408 1.021
O: 4.240 -3.397 0.030
C: 3.158 -2.620 0.120
O: 2.238 -2.755 0.874
O: 3.271 -1.668 -0.805
C: 2.217 -0.725 -0.854
H: 4.385 -5.367 0.506
H: 3.627 -4.385 1.774
H: 5.383 -4.256 1.488
H: 2.406 0.016 -1.624
H: 1.996 -0.276 0.111
H: 1.280 -1.205 -1.164
C: 2.987 3.715 -0.104
O: 3.454 2.404 -0.401
C: 4.316 1.849 0.472
O: 4.539 2.208 1.593
O: 4.804 0.783 -0.155
C: 5.755 -0.020 0.516
H: 3.212 4.366 -0.941
H: 3.372 4.098 0.843
H: 1.917 3.640 0.106
H: 5.375 -0.371 1.477
H: 6.709 0.483 0.675
H: 5.946 -0.882 -0.118



No. 6
ORCA calculation (wB97M-V/def2-TZVPD) on a structure of composition C18H30IrNO4P2S2Se2.

* spin multiplicity: 5
* gap between HOMO and LUMO (alpha / beta): 5.4 / 6.9 eV
* energy relative to the best compared isomer or geometry (same formula, charge and spin): 0.3 kJ/mol

CARTESIAN COORDINATES (ANGSTROEM)
Ir: 0.385 0.098 -0.303
O: 3.602 -3.769 2.475
C: 2.345 -3.555 3.108
C: 1.527 -2.540 2.289
C: 0.244 -2.341 3.106
O: -0.728 -1.676 2.345
C: 1.309 -3.183 0.913
Se: 0.167 -2.334 -0.419
C: 2.405 -1.285 2.179
Se: 1.614 0.440 1.714
H: 4.096 -4.418 2.981
H: 2.491 -3.162 4.121
H: 1.788 -4.495 3.177
H: 0.509 -1.786 4.015
H: -0.123 -3.328 3.422
H: -1.422 -1.282 2.884
H: 0.933 -4.203 1.022
H: 2.280 -3.268 0.422
H: 3.177 -1.464 1.431
H: 2.925 -1.124 3.126
C: -0.046 3.270 -2.400
P: 0.636 2.482 -0.905
C: 0.172 3.619 0.429
C: 2.440 2.726 -1.073
C: 3.087 1.706 -2.022
P: 2.334 0.019 -1.901
C: 3.763 -1.117 -1.907
C: 1.673 -0.244 -3.581
H: 0.149 4.345 -2.393
H: -1.119 3.092 -2.455
H: 0.406 2.832 -3.291
H: 0.512 4.637 0.226
H: 0.611 3.268 1.364
H: -0.911 3.608 0.558
H: 2.833 2.573 -0.065
H: 2.677 3.751 -1.368
H: 4.152 1.620 -1.794
H: 3.015 2.033 -3.063
H: 4.417 -0.929 -2.762
H: 3.394 -2.142 -1.962
H: 4.336 -1.008 -0.986
H: 2.442 -0.101 -4.344
H: 0.846 0.443 -3.760
H: 1.277 -1.258 -3.652
O: -2.794 2.518 1.774
S: -2.899 1.116 1.470
O: -2.729 0.176 2.541
N: -1.910 0.759 0.198
C: -2.576 0.415 -0.889
S: -1.807 -0.042 -2.306
C: -4.065 0.437 -0.699
C: -5.060 0.130 -1.609
C: -6.380 0.196 -1.179
C: -6.690 0.555 0.132
C: -5.690 0.861 1.047
C: -4.389 0.792 0.592
H: -4.800 -0.156 -2.619
H: -7.181 -0.040 -1.866
H: -7.726 0.593 0.443
H: -5.924 1.137 2.067



No. 7
ORCA calculation (wB97M-V/def2-TZVPD) on a structure of composition C18H30N5OS3Tc.

* spin multiplicity: 2
* gap between HOMO and LUMO (alpha / beta): 7.3 / 4.3 eV
* total charge: +3
* energy relative to the best compared isomer or geometry (same formula, charge and spin): 125.3 kJ/mol

CARTESIAN COORDINATES (ANGSTROEM)
Tc: -0.247 0.166 0.300
C: -2.019 -0.108 -4.084
N: -1.311 1.177 -3.996
C: -1.460 2.025 -5.190
C: -0.795 1.624 -2.866
S: -1.529 0.972 -1.359
N: 0.155 2.549 -2.836
C: 0.401 3.432 -1.699
C: 1.058 2.778 -3.969
H: -1.892 -0.489 -5.095
H: -3.086 0.017 -3.892
H: -1.601 -0.830 -3.391
H: -2.508 1.989 -5.486
H: -0.850 1.660 -6.015
H: -1.206 3.055 -4.966
H: -0.363 3.322 -0.943
H: 0.384 4.464 -2.050
H: 1.388 3.228 -1.278
H: 1.012 1.947 -4.665
H: 2.070 2.850 -3.572
H: 0.823 3.708 -4.486
C: -1.208 1.762 3.308
C: -0.085 0.785 3.315
C: 0.479 0.355 4.618
O: 0.400 0.341 2.258
H: -2.013 1.411 3.957
H: -1.593 1.943 2.306
H: -0.865 2.705 3.743
H: 0.876 1.228 5.145
H: 1.258 -0.392 4.491
H: -0.321 -0.030 5.255
S: 1.724 0.078 -0.843
C: 3.130 -0.120 0.257
C: 4.000 -1.176 0.068
C: 5.187 -1.325 0.885
C: 5.500 -0.398 1.866
C: 4.656 0.668 2.041
C: 3.461 0.811 1.234
H: 3.800 -1.900 -0.713
H: 5.841 -2.172 0.712
H: 6.395 -0.501 2.464
H: 4.895 1.428 2.776
H: 2.833 1.683 1.374
C: -4.578 -3.737 2.590
C: -3.260 -3.105 3.052
C: -2.340 -2.796 1.924
N: -1.765 -1.668 1.714
N: -0.961 -1.667 0.600
C: -0.936 -2.824 -0.058
N: -0.255 -3.018 -1.178
S: -1.925 -4.008 0.708
H: -5.216 -3.919 3.452
H: -4.415 -4.701 2.102
H: -5.114 -3.082 1.902
H: -2.740 -3.782 3.735
H: -3.434 -2.172 3.586
H: 0.396 -2.314 -1.497
H: -0.227 -3.927 -1.611



| no. | E (eV) |
| --- | --- |
| 1 | -76326.5321 |
| 2 | -214827.9053 |
| 3 | -122329.0182 |
| 4 | -61171.6249 |
| 5 | -151044.0281 |
| 6 | -202611.6684 |
| 7 | -63327.9086 |